1.
C57H82O48 | ωB97M-V/def2-TZVPD

Geometry as XYZ:
```
187
Properties=species:S:1:pos:R:3:mulliken_charge:R:1
C 3.74 3.79 2.92 -0.49
C 4.43 2.69 2.08 0.42
O 5.59 3.41 1.68 -0.24
C 5.61 4.60 2.29 0.47
O 6.56 5.35 2.17 -0.63
O 4.57 4.95 2.97 -0.34
H 3.68 3.37 3.92 0.46
H 2.73 4.03 2.58 0.21
H 3.98 2.15 1.25 0.13
H 4.63 1.92 2.83 0.05
C 6.70 0.00 1.51 1.08
C 6.78 -0.04 2.95 -0.19
O 7.97 0.80 3.18 -0.45
C 8.65 0.98 2.05 0.71
O 9.79 1.47 1.98 -0.67
O 8.04 0.46 1.09 -0.34
H 5.91 0.55 0.99 -0.77
H 6.60 -1.01 1.13 -0.06
H 7.14 -1.05 3.17 0.36
H 5.91 0.12 3.59 0.29
C 5.82 3.78 -2.18 -0.20
C 7.18 3.22 -1.90 -0.47
O 6.89 2.10 -1.08 -0.24
C 5.70 1.69 -1.33 0.61
O 5.22 0.59 -1.02 -0.45
O 5.02 2.61 -2.07 -0.35
H 5.69 4.08 -3.23 0.31
H 5.56 4.68 -1.61 0.10
H 7.64 3.99 -1.29 0.38
H 7.65 2.88 -2.83 0.31
C -1.58 -4.47 -1.87 0.85
C -2.40 -4.42 -3.14 0.08
O -1.65 -5.32 -3.92 -0.37
C -0.62 -5.82 -3.29 0.46
O 0.27 -6.55 -3.79 -0.63
O -0.50 -5.28 -2.05 -0.14
H -2.20 -4.79 -1.03 0.05
H -1.21 -3.46 -1.68 -0.62
H -2.31 -3.45 -3.62 -0.07
H -3.48 -4.59 -3.07 0.29
C 1.97 -1.35 3.87 0.19
C 1.44 -2.77 3.59 0.90
O 2.64 -3.32 2.96 -0.22
C 3.61 -2.42 2.95 0.34
O 4.63 -2.45 2.40 -0.44
O 3.27 -1.34 3.66 -0.35
H 1.75 -1.24 4.94 0.41
H 1.21 -0.70 3.43 -0.14
H 0.57 -2.72 2.93 -1.01
H 1.22 -3.43 4.42 0.36
C 0.60 4.18 7.90 -0.25
C -0.82 4.40 7.41 -0.38
O -1.11 3.29 6.58 -0.28
C -0.11 2.36 6.72 0.63
O 0.08 1.25 6.13 -0.52
O 0.67 2.77 7.80 -0.31
H 0.49 4.46 8.95 0.23
H 1.49 4.63 7.44 0.30
H -0.92 5.33 6.85 0.30
H -1.55 4.24 8.20 0.28
C -4.66 2.53 -3.09 0.29
C -3.42 3.14 -2.51 0.18
O -3.83 4.47 -2.20 -0.42
C -4.98 4.77 -2.82 0.68
O -5.56 5.81 -2.83 -0.59
O -5.53 3.66 -3.26 -0.46
H -5.11 1.84 -2.38 -0.34
H -4.60 1.95 -4.01 0.35
H -2.65 3.41 -3.23 0.31
H -3.20 2.57 -1.60 -0.03
C -2.49 3.04 -6.34 -1.01
C -3.66 4.08 -6.55 0.40
C -3.78 4.50 -8.07 -0.50
O -5.02 4.02 -8.43 -0.30
C -5.67 3.60 -7.30 0.43
O -6.82 3.10 -7.32 -0.56
O -4.86 3.73 -6.17 -0.19
H -2.53 2.70 -5.31 -0.22
H -1.52 3.53 -6.41 0.53
H -2.63 2.19 -7.01 0.42
H -3.38 4.96 -5.98 0.35
H -2.90 4.15 -8.62 0.33
H -3.81 5.58 -7.97 0.32
C 4.24 -3.36 -0.77 -1.10
C 3.64 -4.59 -1.46 1.94
C 4.28 -5.00 -2.81 -0.66
O 5.10 -6.10 -2.61 -0.35
C 4.69 -6.61 -1.48 0.48
O 4.93 -7.78 -1.19 -0.62
O 3.95 -5.71 -0.71 -0.37
H 5.11 -3.66 -0.18 0.36
H 3.65 -3.02 0.08 -0.39
H 4.45 -2.49 -1.39 0.55
H 2.63 -4.31 -1.75 -0.47
H 4.79 -4.30 -3.47 0.36
H 3.55 -5.15 -3.60 0.24
C 3.23 5.09 -0.47 -1.08
C 2.85 6.56 -0.77 0.22
C 2.56 7.41 0.42 -0.32
O 3.30 8.54 0.04 -0.34
C 4.00 8.34 -0.97 0.71
O 4.76 9.16 -1.40 -0.65
O 3.98 7.19 -1.34 -0.34
H 2.37 4.59 -0.02 0.39
H 4.16 5.10 0.11 0.05
H 3.54 4.48 -1.31 0.37
H 2.08 6.68 -1.53 0.50
H 2.82 7.04 1.41 0.22
H 1.48 7.58 0.43 0.29
C -3.95 1.28 3.62 -1.34
C -5.11 0.99 2.60 2.52
C -6.53 1.19 2.98 -0.49
O -7.19 1.42 1.73 -0.31
C -6.23 2.01 0.98 0.35
O -6.34 2.38 -0.17 -0.49
O -4.96 1.79 1.54 -0.34
H -4.28 2.18 4.14 0.47
H -3.04 1.60 3.11 0.22
H -3.74 0.51 4.35 0.12
H -4.96 -0.03 2.24 -1.30
H -6.76 2.10 3.53 0.39
H -6.87 0.25 3.43 0.31
C -5.95 -3.45 -0.41 -1.62
C -5.90 -2.22 -1.21 0.37
C -5.93 -0.93 -0.41 -0.63
O -4.64 -0.38 -0.48 0.80
C -3.94 -1.04 -1.40 -0.18
O -2.85 -0.66 -1.88 -0.39
O -4.65 -2.06 -1.83 -0.22
H -5.89 -4.33 -1.05 0.46
H -6.96 -3.54 -0.01 0.46
H -5.27 -3.54 0.43 0.09
H -6.74 -2.36 -1.90 0.28
H -6.12 -1.02 0.66 0.15
H -6.56 -0.25 -0.97 0.38
C -2.14 -8.08 2.26 -1.58
C -1.48 -6.83 2.78 0.62
C -0.10 -7.14 3.25 -0.61
O 0.80 -6.13 2.53 -0.41
C 0.03 -5.51 1.59 0.11
O 0.44 -4.62 0.96 0.35
O -1.19 -6.11 1.56 -0.30
H -3.00 -7.65 1.75 0.35
H -2.42 -8.76 3.07 0.40
H -1.54 -8.38 1.40 0.40
H -2.13 -6.28 3.47 0.05
H 0.28 -8.05 2.78 0.39
H -0.16 -7.18 4.33 0.34
C -0.07 0.55 -6.03 -1.73
C -0.57 -0.86 -5.58 0.95
C -0.39 -2.09 -6.44 -0.37
O 0.37 -2.95 -5.68 -0.34
C 0.61 -2.52 -4.44 0.41
O 1.38 -3.03 -3.58 -0.48
O 0.16 -1.25 -4.41 -0.19
H -0.48 1.30 -5.35 0.24
H -0.58 0.77 -6.97 0.50
H 0.97 0.68 -6.33 0.40
H -1.64 -0.66 -5.47 -0.02
H 0.18 -1.98 -7.37 0.27
H -1.34 -2.55 -6.70 0.30
C 0.69 -1.56 0.07 0.65
C 0.47 -0.01 -0.22 0.63
C -0.98 0.45 0.07 0.60
O -0.64 1.56 0.89 -0.41
C 0.70 1.70 1.10 0.19
O 1.20 2.56 1.87 -0.60
O 1.29 0.59 0.75 0.08
H 0.25 -2.12 -0.75 -0.51
H 0.24 -1.88 1.01 -0.59
H 1.71 -1.94 0.04 0.08
H 0.61 0.34 -1.24 0.34
H -1.76 -0.19 0.47 -0.48
H -1.34 0.92 -0.84 -0.13
C -1.87 -1.96 5.39 -1.14
C -2.73 -2.76 4.36 0.55
C -4.13 -2.23 3.91 -0.71
O -4.02 -2.27 2.54 -0.23
C -2.85 -2.72 2.17 -0.44
O -2.53 -3.07 1.03 0.33
O -2.06 -2.91 3.25 0.25
H -1.20 -1.37 4.78 0.12
H -1.34 -2.74 5.94 0.38
H -2.46 -1.15 5.84 0.36
H -2.96 -3.75 4.75 0.07
H -4.42 -1.28 4.35 0.28
H -4.89 -2.97 4.16 0.30
```

## Properties
LUMO energy   -0.0235 hartree


2.
C4H5N3 | ωB97M-V/def2-TZVPD

Geometry as XYZ:
```
12
Properties=species:S:1:pos:R:3:mulliken_charge:R:1
C -1.62 0.02 0.07 -0.85
N -0.33 0.00 -0.59 -0.34
C 0.84 -0.31 0.19 0.34
C 1.79 -0.91 -0.78 -0.05
N 2.35 -1.44 -1.64 -0.38
C 1.22 0.94 0.91 0.25
N 1.21 1.98 1.41 -0.41
H -1.54 -0.16 1.15 0.30
H -2.23 -0.77 -0.37 0.29
H -2.14 0.98 -0.06 0.30
H -0.15 0.77 -1.21 0.28
H 0.61 -1.09 0.93 0.28
```

## Properties
LUMO energy   0.0214 hartree


3.
C4H26O8S2 | ωB97M-V/def2-TZVPD

Geometry as XYZ:
```
40
Properties=species:S:1:pos:R:3:mulliken_charge:R:1
C 3.63 0.47 -0.06 -0.21
C 3.57 1.93 0.55 -1.63
C 3.60 -0.71 0.88 -1.04
S 3.58 -2.31 0.08 -0.15
S 2.06 -2.45 -1.29 -0.09
C 0.52 -1.98 -0.46 -0.76
H 2.84 0.41 -0.80 0.31
H 4.52 0.51 -0.71 0.34
H 2.48 1.95 0.70 0.24
H 3.77 1.84 1.61 0.59
H 3.86 2.68 -0.15 0.37
H 4.55 -0.70 1.42 0.37
H 2.83 -0.58 1.63 0.41
H -0.28 -2.52 -0.97 0.30
H 0.34 -2.28 0.58 0.12
H 0.23 -0.93 -0.44 0.25
H -1.75 1.64 -3.21 0.33
H -1.09 1.85 -4.47 0.34
O -1.32 2.36 -3.68 -0.74
H -4.49 -0.64 0.91 0.27
H -2.95 -0.71 0.90 0.45
O -3.75 -0.87 0.35 -0.70
H -0.49 2.55 -2.22 0.35
H 0.41 2.89 -1.08 0.34
O -0.10 2.14 -1.41 -0.65
H 0.38 0.41 4.04 0.04
H 1.01 1.48 3.04 0.12
O 0.77 0.54 3.16 -0.14
H -1.07 0.35 2.32 0.11
H -1.72 0.88 0.91 0.30
O -1.81 0.34 1.71 -0.70
H -3.24 -1.10 -1.97 0.33
H -3.40 -2.68 -1.88 0.32
O -3.65 -1.89 -2.35 -0.67
H -3.41 0.30 -0.86 0.30
H -3.75 1.48 -1.75 0.30
O -3.04 0.85 -1.60 -0.64
H -1.32 -3.24 1.86 0.34
H -0.79 -1.85 2.38 0.24
O -1.55 -2.42 2.31 -0.66
```

## Properties
LUMO energy (alpha / beta)   0.0921 / 0.0903 hartree
⟨S²⟩   0.751
Total charge   -1
Spin multiplicity   2